# 1
Here is a 5-piece molecular cluster, C9H24Cl4O4 overall at a distorted geometry from the OMol25 dataset. Energies are from wB97M-V/def2-TZVPD.

The SMILES is ClC(Cl)(Cl)Cl.CCO.CCO.CCO.CCO. The orbital gap is 0.3700 Eh. As for the maximum force: 3.03 eV/A. Its HOMO energy is -9.867 eV. As for the spin multiplicity: 1.

Each line ends with the natural charge from an NBO analysis.
Geometry (Å):
1 Cl -13.111 5.532 14.112  0.1226
2 C -12.914 6.842 13.039  -0.2105
3 Cl -13.549 6.514 11.411  0.0250
4 Cl -13.659 8.374 13.565  0.0600
5 Cl -11.116 7.047 12.648  0.0057
6 C -9.072 3.806 13.793  -0.6416
7 C -10.358 2.996 13.842  -0.0821
8 O -10.214 1.884 13.030  -0.7521
9 H -8.158 3.270 14.160  0.2109
10 H -9.099 4.742 14.357  0.2104
11 H -8.878 4.067 12.768  0.2140
12 H -11.333 3.368 13.511  0.2011
13 H -10.615 2.691 14.899  0.1454
14 H -10.878 2.026 12.375  0.4925
15 C -8.845 0.846 8.293  -0.6269
16 C -8.818 0.755 9.820  -0.0525
17 O -8.853 2.040 10.414  -0.7718
18 H -9.827 1.154 8.008  0.2093
19 H -8.552 -0.187 7.963  0.2133
20 H -8.042 1.482 7.990  0.2138
21 H -7.957 0.252 10.258  0.1615
22 H -9.711 0.176 10.153  0.1505
23 H -9.013 1.949 11.355  0.4995
24 C -14.233 2.046 10.052  -0.6358
25 C -13.973 2.552 11.464  -0.0596
26 O -12.611 3.001 11.757  -0.7832
27 H -13.981 2.856 9.324  0.2088
28 H -15.349 1.902 10.103  0.2163
29 H -13.661 1.062 9.880  0.2153
30 H -14.162 1.676 12.137  0.1776
31 H -14.677 3.328 11.696  0.1663
32 H -12.331 3.744 11.246  0.4998
33 C -11.175 5.285 8.125  -0.6222
34 C -10.194 5.464 9.277  -0.0638
35 O -10.576 4.581 10.332  -0.7711
36 H -12.130 5.511 8.469  0.2049
37 H -11.148 4.189 7.819  0.1996
38 H -10.851 5.942 7.290  0.2097
39 H -10.091 6.469 9.621  0.1767
40 H -9.157 5.253 9.021  0.1652
41 H -10.271 3.666 10.063  0.4976

---

# 2
Here is C9H24ClI2MoN2P2S as an isolated structure at a distorted geometry from the OMol25 dataset. Energies are from wB97M-V/def2-TZVPD.

The orbital gap (spin up / spin down) is 0.2302 / 0.1858 Eh. As for the maximum force: 2.40 eV/A. Its HOMO energy (spin up / spin down) is -18.970 / -18.973 eV. As for the spin multiplicity: 3. The total charge is +3.

Each line ends with the natural charge from an NBO analysis.
Geometry (Å):
1 I -2.556 0.802 -2.723  0.4270
2 I 1.108 -0.509 -3.570  0.4477
3 Mo -0.390 0.102 -1.235  -0.1200
4 P 1.087 2.016 -1.393  1.2081
5 C 0.745 3.066 -2.835  -0.9641
6 C 1.027 3.108 0.056  -0.9609
7 H 1.759 3.916 -0.092  0.2950
8 H 3.452 2.515 -1.484  0.2884
9 H 1.294 2.544 0.958  0.2651
10 H 3.164 0.950 -0.660  0.2801
11 H -0.306 3.378 -2.838  0.2717
12 H 0.023 3.537 0.163  0.2624
13 C 2.868 1.583 -1.504  -0.9459
14 H 1.397 3.948 -2.762  0.2942
15 H 3.075 1.036 -2.434  0.2529
16 H 0.942 2.516 -3.764  0.2700
17 P -0.436 -2.320 -1.237  1.2052
18 C -1.384 -3.019 -2.618  -0.9637
19 C 1.225 -3.103 -1.330  -0.9434
20 H -0.582 -2.679 1.149  0.2645
21 H -1.035 -4.133 0.214  0.2950
22 H -2.194 -2.773 0.365  0.2626
23 C -1.135 -3.041 0.275  -0.9612
24 H 1.873 -2.735 -0.525  0.2797
25 H 1.098 -4.192 -1.229  0.2878
26 H -1.422 -4.109 -2.473  0.2943
27 H -0.907 -2.772 -3.574  0.2700
28 H 1.708 -2.872 -2.291  0.2530
29 H -2.399 -2.607 -2.627  0.2711
30 Cl 1.228 -0.400 0.527  -0.2532
31 S -1.874 0.698 0.493  0.1100
32 C -1.455 0.585 2.178  0.3651
33 N -1.693 -0.472 2.961  -0.5121
34 C -1.282 -0.244 4.329  -0.2414
35 C -0.738 1.183 4.293  -0.2393
36 N -0.922 1.574 2.903  -0.5126
37 H -2.104 -1.335 2.611  0.4467
38 H -0.508 -0.955 4.634  0.2447
39 H -2.122 -0.333 5.029  0.2566
40 H 0.322 1.215 4.572  0.2445
41 H -1.285 1.851 4.974  0.2571
42 H -0.664 2.478 2.512  0.4474

---

# 3
Here is C9H24ClI2N2P2SSm as an isolated structure at a distorted geometry from the OMol25 dataset. Energies are from wB97M-V/def2-TZVPD.

The orbital gap (spin up / spin down) is 0.1702 / 0.1731 Eh. As for the maximum force: 3.02 eV/A. Its HOMO energy (spin up / spin down) is -15.055 / -15.078 eV. As for the spin multiplicity: 6. The total charge is +2.

Each line ends with the natural charge from an NBO analysis.
Geometry (Å):
1 I -0.003 -0.933 -3.662  0.1895
2 I -0.004 2.072 -4.810  0.2134
3 Sm -0.006 0.779 -1.293  1.4390
4 P -2.879 0.913 -1.003  0.7378
5 C -4.029 0.965 -2.413  -0.9201
6 C -3.660 -0.260 0.158  -0.9253
7 H -4.736 -0.063 0.265  0.2619
8 H -4.488 2.540 -0.038  0.2615
9 H -3.174 -0.146 1.137  0.2525
10 H -2.813 2.689 0.620  0.2523
11 H -3.890 0.056 -3.002  0.2430
12 H -3.531 -1.289 -0.204  0.2462
13 C -3.413 2.521 -0.281  -0.9142
14 H -5.078 1.069 -2.113  0.2635
15 H -3.204 3.299 -1.030  0.2399
16 H -3.732 1.831 -3.017  0.2426
17 P 2.868 0.897 -0.988  0.7358
18 C 4.026 0.959 -2.390  -0.9208
19 C 3.404 2.500 -0.255  -0.9130
20 H 3.121 -0.197 1.141  0.2520
21 H 4.707 -0.062 0.321  0.2616
22 H 3.550 -1.313 -0.204  0.2461
23 C 3.639 -0.285 0.177  -0.9247
24 H 2.795 2.672 0.639  0.2523
25 H 4.477 2.513 0.000  0.2617
26 H 5.074 1.068 -2.088  0.2632
27 H 3.727 1.827 -2.991  0.2422
28 H 3.208 3.280 -1.006  0.2401
29 H 3.894 0.053 -2.986  0.2429
30 Cl -0.004 0.930 1.321  -0.6021
31 S -0.033 -2.013 -0.474  -0.3619
32 C -0.006 -2.559 1.165  0.4027
33 N 1.092 -2.665 1.949  -0.5454
34 C 0.795 -2.666 3.375  -0.2300
35 C -0.745 -2.629 3.394  -0.2316
36 N -1.080 -2.621 1.984  -0.5443
37 H 2.013 -2.555 1.549  0.4318
38 H 1.288 -1.818 3.865  0.2309
39 H 1.180 -3.593 3.820  0.2314
40 H -1.185 -1.745 3.880  0.2306
41 H -1.154 -3.535 3.874  0.2329
42 H -2.010 -2.485 1.611  0.4320

---

Energy above the lowest of the compared OMol25 structures with the same formula, charge and spin readings, ordered: 0.642 0.000 0.345 eV